Here is a molecular structure, C27H24AsN3RuS3Se from the OMol25 dataset. Energies are from the ωB97M-V functional and the def2-TZVPD basis.

Geometry as XYZ:
```
60
Properties=species:S:1:pos:R:3:nbo_charge:R:1
Ru -1.9453 0.3991 -0.3649 1.1582
Se -5.4320 2.9689 -1.0816 0.0813
As 0.6058 0.3072 0.5092 0.9129
S -1.3376 -0.2776 -2.8056 -0.1592
S 0.9706 0.6943 -4.4025 0.3901
S -3.1073 -0.1524 1.6383 -0.0790
N -0.2644 2.1912 -2.7445 -0.5650
N -3.1277 -1.5662 -0.5008 -0.5392
N -2.6113 2.2698 -0.8740 -0.7948
C -3.7676 2.5563 -0.9584 0.1270
C 4.6504 1.2622 -1.7351 -0.2008
C -0.2637 0.9637 -3.2295 -0.0250
C -3.6433 -1.5615 0.7387 0.0705
C 1.8784 1.3821 4.3605 -0.1896
C -0.1274 2.1376 2.5953 -0.1396
C 3.0703 1.7310 0.0144 -0.2345
C -4.8252 -3.5668 0.2915 -0.1194
C 0.6906 3.1352 -3.3055 -0.2264
C 0.2425 -2.0431 2.2066 -0.2324
C 4.2465 2.0316 -0.6548 -0.2045
C 0.1173 -3.8458 0.0983 -0.1949
C -4.5062 -2.5548 1.1777 -0.2460
C 0.9691 2.3677 4.7187 -0.1794
C 3.8734 0.1907 -2.1507 -0.2027
C -0.0681 -4.2884 1.3986 -0.1897
C 2.2884 0.6538 -0.3980 -0.2463
C -4.2893 -3.5685 -0.9910 -0.2561
C -3.4376 -2.5397 -1.3538 0.0726
C -0.0114 -3.3844 2.4483 -0.1987
C 1.7847 0.7704 3.1216 -0.2224
C 2.6919 -0.1108 -1.4902 -0.2503
C 1.7337 2.3126 -4.0654 -0.5433
C 0.3613 -2.5035 -0.1503 -0.2610
C 0.7723 1.1413 2.2384 -0.3800
C 0.4454 -1.5948 0.9041 -0.2508
C -0.0296 2.7481 3.8378 -0.2200
H 1.1546 3.7001 -2.4950 0.2293
H 2.7700 2.3348 0.8636 0.2310
H -0.9146 2.4444 1.9097 0.2099
H 0.2564 -1.3475 3.0353 0.2304
H 2.5048 0.0088 2.8417 0.2273
H 2.0983 -0.9502 -1.8306 0.2246
H 4.8499 2.8655 -0.3243 0.2303
H -1.0032 2.4740 -2.0943 0.4577
H 5.5736 1.4920 -2.2483 0.2303
H 2.6616 1.0930 5.0461 0.2283
H -0.7346 3.5194 4.1137 0.2298
H 1.9981 2.7839 -5.0082 0.2525
H 0.0631 -4.5410 -0.7286 0.2242
H 0.4520 -2.1725 -1.1793 0.2191
H -4.5300 -4.3483 -1.6977 0.2397
H -4.9136 -2.5239 2.1760 0.2450
H -2.9898 -2.4873 -2.3370 0.2173
H -5.4979 -4.3559 0.5982 0.2355
H 0.1652 3.8323 -3.9629 0.2206
H -0.2635 -5.3337 1.5944 0.2268
H 2.6371 2.1551 -3.4760 0.2428
H -0.1676 -3.7232 3.4635 0.2274
H 4.1885 -0.4177 -2.9878 0.2292
H 1.0442 2.8412 5.6871 0.2293
```

As for the expectation value of S²: 8.7753. Its spin multiplicity is 6. Its total energy is -194124.6890 eV. Its charge is +1.